(1)
A cluster of 2 separate species, CHCl2NO in total in a non-equilibrium geometry, computed with wB97M-V/def2-TZVPD.

Cartesian coordinates (Å):
C: 1.047 0.499 -0.010
N: 1.629 1.021 0.922
O: 0.220 0.371 0.962
Cl: 0.973 -0.031 -1.552
Cl: -2.414 -1.065 -0.533
H: -1.454 -0.796 0.211

Summary:
- energy (eV) = -29631.6812
- energy above the lowest of the compared OMol25 structures with the same formula, charge and spin (kcal per mole) = 37.8
- SMILES string = ClC1=NO1.Cl
- E_HOMO (Eh) = -0.379
- frontier orbital gap (eV) = 10.8

In the Mulliken picture, each atom carries the following charge in e:
1 C 0.77
2 N -0.39
3 O -0.35
4 Cl -0.04
5 Cl -0.23
6 H 0.24

(2)
A cluster of 8 separate species, C55H74FN7O3 in total in a non-equilibrium geometry, computed with wB97M-V/def2-TZVPD.

Cartesian coordinates (Å):
C: 3.197 0.311 1.372
C: 2.576 0.335 -0.082
C: 2.921 -0.682 -1.083
C: 2.309 -0.572 -2.407
C: 1.333 0.498 -2.735
C: 0.754 0.509 -4.189
C: 1.940 1.060 -5.132
C: 0.357 -0.906 -4.763
C: 0.959 1.523 -1.728
O: 0.057 2.557 -1.988
C: -1.335 2.169 -1.798
C: -1.558 0.820 -1.039
C: -1.753 -0.384 -1.878
C: -2.017 -1.710 -1.281
C: -2.064 -1.747 0.201
C: -1.864 -0.553 1.038
C: -1.605 0.780 0.427
C: -1.451 1.992 1.399
C: -0.598 1.475 2.653
F: -0.739 3.082 0.878
C: -2.379 -3.116 0.883
O: -2.133 -3.345 2.051
C: -3.086 -4.234 0.042
C: -3.786 -5.367 0.662
C: -4.491 -6.405 -0.103
C: -4.478 -6.285 -1.598
C: -3.751 -5.176 -2.221
C: -3.042 -4.137 -1.441
C: -2.268 -2.973 -2.134
O: -1.907 -3.024 -3.290
C: 1.625 1.413 -0.412
H: 2.588 -0.459 1.936
H: 3.031 1.314 1.859
H: 4.283 0.040 1.367
H: 3.636 -1.482 -0.771
H: 2.592 -1.329 -3.174
H: -0.069 1.278 -4.286
H: 2.606 0.179 -5.331
H: 2.576 1.768 -4.526
H: 1.549 1.535 -6.068
H: 0.976 -1.757 -4.387
H: 0.543 -0.859 -5.880
H: -0.722 -1.179 -4.636
H: -1.854 2.148 -2.797
H: -1.815 2.996 -1.211
H: -1.734 -0.287 -2.987
H: -1.929 -0.727 2.136
H: -2.463 2.255 1.808
H: -1.190 0.823 3.339
H: 0.291 0.944 2.200
H: -0.166 2.388 3.152
H: -3.797 -5.426 1.782
H: -5.029 -7.256 0.388
H: -5.022 -7.026 -2.249
H: -3.751 -5.107 -3.338
H: 1.440 2.156 0.406
C: -7.904 -11.022 -3.836
C: -8.333 -9.563 -3.952
C: -7.219 -8.583 -3.575
C: -6.804 -8.801 -2.163
N: -6.486 -8.977 -1.069
H: -7.643 -11.284 -2.809
H: -8.718 -11.682 -4.142
H: -7.041 -11.229 -4.474
H: -9.204 -9.397 -3.312
H: -8.648 -9.365 -4.980
H: -7.570 -7.555 -3.687
H: -6.352 -8.718 -4.226
C: -0.741 4.946 6.413
C: -0.366 3.535 6.851
C: 1.142 3.279 6.795
C: 1.635 3.447 5.401
N: 2.000 3.575 4.311
H: -0.467 5.131 5.372
H: -1.820 5.096 6.495
H: -0.245 5.694 7.037
H: -0.888 2.814 6.215
H: -0.717 3.374 7.874
H: 1.366 2.264 7.129
H: 1.674 3.976 7.448
C: 5.392 3.931 5.614
C: 5.336 5.001 6.699
C: 6.153 4.636 7.941
C: 5.629 3.381 8.544
N: 5.224 2.410 9.008
H: 4.965 2.986 5.955
H: 4.820 4.250 4.742
H: 6.424 3.749 5.300
H: 4.292 5.167 6.980
H: 5.711 5.943 6.290
H: 6.092 5.437 8.681
H: 7.205 4.495 7.681
C: 6.980 -2.077 -3.436
C: 6.066 -2.873 -4.362
C: 5.873 -2.205 -5.726
C: 5.254 -0.864 -5.551
N: 4.773 0.172 -5.416
H: 6.562 -1.094 -3.205
H: 7.112 -2.603 -2.489
H: 7.966 -1.934 -3.885
H: 5.096 -3.005 -3.875
H: 6.490 -3.869 -4.511
H: 5.224 -2.818 -6.355
H: 6.832 -2.091 -6.237
C: -5.853 4.270 1.145
C: -6.415 2.920 0.713
C: -5.345 1.985 0.143
C: -4.720 2.598 -1.059
N: -4.236 3.072 -1.989
H: -5.429 4.818 0.301
H: -6.643 4.892 1.571
H: -5.073 4.147 1.902
H: -7.198 3.083 -0.031
H: -6.885 2.438 1.574
H: -5.791 1.029 -0.139
H: -4.569 1.790 0.887
C: 3.321 -3.701 -11.062
C: 4.543 -3.230 -10.281
C: 5.404 -4.388 -9.766
C: 4.608 -5.246 -8.848
N: 3.993 -5.908 -8.136
H: 2.646 -4.289 -10.436
H: 2.755 -2.845 -11.433
H: 3.615 -4.312 -11.919
H: 4.212 -2.614 -9.441
H: 5.154 -2.593 -10.925
H: 6.271 -4.001 -9.227
H: 5.766 -4.996 -10.598
C: -1.335 9.285 9.512
C: -0.961 7.872 9.947
C: 0.547 7.611 9.891
C: 1.042 7.780 8.498
N: 1.421 7.911 7.420
H: -1.062 9.470 8.471
H: -2.413 9.435 9.595
H: -0.839 10.032 10.136
H: -1.484 7.154 9.310
H: -1.311 7.710 10.969
H: 0.765 6.595 10.223
H: 1.081 8.304 10.545

Summary:
- energy (eV) = -77520.6025
- SMILES string = Cc1ccc(C(C)C)c(OCc2cc3c(cc2[C@@H](C)F)C(=O)c2ccccc2C3=O)c1.CCCC#N.CCCC#N.CCCC#N.CCCC#N.CCCC#N.CCCC#N.CCCC#N
- E_HOMO (Eh) = -0.284
- frontier orbital gap (eV) = 7.0

Mulliken atomic charge list, values in e, 99 entries:
1 C -1.43
2 C 0.83
3 C -1.09
4 C -0.28
5 C 0.66
6 C 0.62
7 C -1.33
8 C -1.32
9 C -0.03
10 O -0.51
11 C -1.53
12 C 0.26
13 C -0.57
14 C 0.20
15 C 0.13
16 C -0.79
17 C 1.27
18 C 0.71
19 C -1.14
20 F -0.39
21 C -0.02
22 O -0.60
23 C 0.26
24 C -0.53
25 C -0.40
26 C -0.10
27 C -0.62
28 C 0.30
29 C 0.34
30 O -0.57
31 C -0.28
32 H 0.23
33 H 0.32
34 H 0.46
35 H 0.34
36 H 0.15
37 H 0.21
38 H 0.28
39 H 0.35
40 H 0.40
41 H 0.16
42 H 0.44
43 H 0.33
44 H 0.50
45 H 0.35
46 H 0.44
47 H 0.34
48 H 0.10
49 H 0.39
50 H 0.24
51 H 0.20
52 H 0.36
53 H 0.43
54 H -0.03
55 H 0.34
56 H 0.46
57 C -1.13
58 C -0.54
59 C -0.39
60 C 0.30
61 N -0.46
62 H 0.36
63 H 0.33
64 H 0.30
65 H 0.30
66 H 0.32
67 H 0.36
68 H 0.34
69 C -0.84
70 C -0.51
71 C -0.28
72 C 0.31
73 N -0.49
74 H 0.35
75 H 0.36
76 H -0.02
77 H 0.26
78 H 0.33
79 H 0.36
80 H 0.17
81 C -1.21
82 C -0.23
83 C -0.40
84 C 0.24
85 N -0.45
86 H 0.34
87 H 0.30
88 H 0.37
89 H 0.11
90 H 0.32
91 H 0.30
92 H 0.29
93 C -1.21
94 C -0.47
95 C -0.10
96 C 0.25
97 N -0.46
98 H 0.34
99 H 0.34

(3)
A cluster of 2 separate species, C16H19BrN2O5P in total in a non-equilibrium geometry, computed with wB97M-V/def2-TZVPD.

Cartesian coordinates (Å):
O: 5.283 -1.865 -0.508
P: 3.706 -2.125 -0.952
Br: 3.778 -3.177 -2.916
C: 3.067 -0.415 -1.495
C: 4.277 0.483 -1.853
N: 4.697 1.431 -0.770
C: 4.228 1.076 0.595
C: 2.711 1.174 0.557
C: 2.129 0.079 -0.375
C: 0.749 0.439 -0.905
C: -0.047 1.382 -0.318
C: -1.299 1.708 -0.773
C: -1.716 1.010 -1.884
C: -0.880 0.061 -2.399
N: 0.326 -0.250 -1.960
H: 5.278 -1.895 0.456
H: 2.554 -0.616 -2.431
H: 4.064 1.080 -2.737
H: 5.128 -0.135 -2.129
H: 4.291 2.341 -0.994
H: 5.707 1.580 -0.756
H: 4.565 0.106 0.936
H: 4.599 1.852 1.262
H: 2.255 1.157 1.541
H: 2.460 2.140 0.103
H: 1.950 -0.787 0.276
H: 0.302 1.910 0.561
H: -1.909 2.465 -0.307
H: -2.689 1.190 -2.311
H: -1.240 -0.496 -3.259
C: -5.568 0.314 2.147
C: -6.219 -0.847 2.309
C: -5.561 -2.169 2.020
O: -6.200 -3.184 2.205
C: -4.189 -2.161 1.528
C: -3.546 -1.000 1.366
C: -4.195 0.316 1.679
O: -3.537 1.331 1.520
O: -2.292 -0.922 0.918
O: -7.473 -0.910 2.731
H: -6.029 1.270 2.353
H: -3.730 -3.115 1.307
H: -2.083 0.031 0.901
H: -7.703 -1.858 2.764

Summary:
- total charge = +1
- energy (eV) = -109443.1136
- E_HOMO (Eh) = -0.419
- frontier orbital gap (eV) = 8.2

In the Mulliken picture, each atom carries the following charge in e:
1 O -0.52
2 P 0.25
3 Br -0.18
4 C 0.22
5 C -1.22
6 N 0.03
7 C -1.02
8 C -1.17
9 C 0.68
10 C -0.09
11 C -0.30
12 C -1.03
13 C -0.15
14 C -0.50
15 N -0.41
16 H 0.36
17 H 0.82
18 H 0.40
19 H 0.43
20 H 0.40
21 H 0.39
22 H 0.16
23 H 0.52
24 H 0.52
25 H 0.56
26 H 0.27
27 H 0.28
28 H 0.44
29 H 0.46
30 H 0.42
31 C -1.04
32 C 0.31
33 C 0.99
34 O -0.59
35 C -0.87
36 C 0.30
37 C 1.10
38 O -0.59
39 O -0.50
40 O -0.55
41 H 0.44
42 H 0.45
43 H 0.23
44 H 0.36

(4)
An isolated molecule of C7H12O in a non-equilibrium geometry, computed with wB97M-V/def2-TZVPD.

Cartesian coordinates (Å):
C: 1.049 0.253 0.453
C: -1.290 -1.639 -0.561
C: 1.499 -1.101 0.935
C: -0.683 2.155 0.117
C: -1.330 -0.280 0.104
C: -0.264 0.736 -0.202
C: 0.930 0.509 -1.065
O: -2.341 0.076 0.683
H: 1.508 1.051 1.027
H: -2.307 -1.919 -0.825
H: -0.663 -1.680 -1.446
H: -0.927 -2.368 0.163
H: 1.296 -1.884 0.210
H: 1.004 -1.344 1.875
H: 2.571 -1.088 1.122
H: -1.111 2.214 1.115
H: -1.460 2.464 -0.581
H: 0.169 2.830 0.070
H: 1.384 1.387 -1.503
H: 0.965 -0.369 -1.691

Summary:
- energy (eV) = -9500.1211
- energy above the lowest of the compared OMol25 structures with the same formula, charge and spin (kcal per mole) = 16.1
- SMILES string = CC(=O)[C@]1(C)C[C@@H]1C
- E_HOMO (Eh) = -0.339
- frontier orbital gap (eV) = 10.2

In the Mulliken picture, each atom carries the following charge in e:
1 C 0.11
2 C -1.35
3 C -1.58
4 C -1.62
5 C 0.50
6 C 1.50
7 C -1.02
8 O -0.60
9 H 0.40
10 H 0.42
11 H 0.29
12 H 0.30
13 H 0.29
14 H 0.36
15 H 0.41
16 H 0.34
17 H 0.36
18 H 0.43
19 H 0.28
20 H 0.18

(5)
A structure of composition C50H50AsClN4O2PPtS2, computed with wB97M-V/def2-TZVPD.

Cartesian coordinates (Å):
Pt: 1.250 0.742 0.376
C: -2.080 -3.427 5.367
C: -2.469 -1.979 5.071
C: -3.859 -1.964 4.415
C: -2.513 -1.201 6.393
C: -1.495 -1.306 4.114
C: -1.639 0.046 3.798
C: -0.808 0.624 2.864
N: 0.151 -0.062 2.242
C: 0.356 -1.335 2.570
C: -0.458 -1.986 3.490
C: 1.487 -2.002 1.885
C: 2.098 -3.118 2.424
C: 3.195 -3.707 1.796
C: 3.620 -3.112 0.619
C: 2.966 -1.993 0.133
N: 1.915 -1.445 0.738
C: 3.861 -4.932 2.407
C: 2.852 -6.090 2.397
C: 4.271 -4.617 3.853
C: 5.106 -5.350 1.627
H: -2.787 -3.852 6.079
H: -1.084 -3.495 5.810
H: -2.108 -4.048 4.469
H: -4.585 -2.445 5.073
H: -3.847 -2.501 3.464
H: -4.200 -0.945 4.224
H: -3.200 -1.693 7.084
H: -2.862 -0.177 6.256
H: -1.528 -1.166 6.862
H: -2.404 0.653 4.266
H: -0.887 1.670 2.598
H: -0.290 -3.032 3.694
H: 1.738 -3.513 3.363
H: 4.469 -3.487 0.068
H: 3.295 -1.509 -0.775
H: 1.948 -5.840 2.956
H: 3.299 -6.973 2.858
H: 2.563 -6.348 1.377
H: 3.409 -4.415 4.491
H: 4.936 -3.753 3.894
H: 4.799 -5.473 4.277
H: 4.866 -5.639 0.602
H: 5.562 -6.215 2.112
H: 5.853 -4.554 1.599
S: 1.780 -0.002 -2.181
C: 2.641 1.471 -2.407
S: 2.800 2.302 -0.925
C: 3.073 1.931 -3.630
C: 3.720 3.193 -3.746
N: 4.244 4.215 -3.839
C: 2.784 1.195 -4.812
N: 2.535 0.583 -5.759
Cl: 2.583 4.726 3.426
C: 2.943 2.990 3.494
C: 2.341 2.204 2.349
O: 2.869 1.098 2.071
O: 1.324 2.642 1.741
H: 2.535 2.602 4.425
H: 4.019 2.852 3.497
C: -0.944 1.595 -2.337
C: -2.203 2.278 -2.857
As: -2.020 2.385 -4.793
C: -0.631 3.575 -5.237
C: -0.094 3.552 -6.525
C: 0.946 4.409 -6.838
C: 1.437 5.286 -5.878
C: 0.877 5.328 -4.603
C: -0.163 4.480 -4.279
C: -1.718 0.618 -5.424
C: -2.761 -0.303 -5.314
C: -2.526 -1.625 -5.646
C: -1.262 -2.019 -6.079
C: -0.229 -1.097 -6.182
C: -0.451 0.233 -5.862
P: -0.893 1.301 -0.515
C: -2.243 0.123 -0.235
C: -1.869 -1.200 0.004
C: -2.830 -2.183 0.184
C: -4.178 -1.852 0.134
C: -4.560 -0.542 -0.119
C: -3.599 0.441 -0.310
C: -1.373 2.929 0.125
C: -2.366 3.155 1.073
C: -2.593 4.439 1.555
C: -1.825 5.501 1.105
C: -0.809 5.277 0.184
C: -0.578 3.999 -0.296
H: -0.045 2.180 -2.569
H: -0.798 0.628 -2.817
H: -2.353 3.285 -2.470
H: -3.093 1.686 -2.651
H: -0.474 2.864 -7.271
H: 1.381 4.387 -7.828
H: 2.266 5.938 -6.116
H: 1.273 6.007 -3.861
H: -0.595 4.520 -3.285
H: -3.745 0.006 -4.982
H: -3.327 -2.348 -5.571
H: -1.083 -3.055 -6.335
H: 0.758 -1.402 -6.502
H: 0.372 0.935 -5.923
H: -0.816 -1.457 0.054
H: -2.526 -3.207 0.366
H: -4.931 -2.616 0.285
H: -5.610 -0.280 -0.167
H: -3.917 1.456 -0.518
H: -2.960 2.336 1.457
H: -3.371 4.603 2.291
H: -1.999 6.497 1.489
H: -0.173 6.092 -0.137
H: 0.270 3.825 -0.953

Summary:
- total charge = +1
- energy (eV) = -170277.4302
- 2S+1 = 5
- E_HOMO (alpha / beta) (Eh) = -0.346 / -0.364
- frontier orbital gap (alpha / beta) (eV) = 6.9 / 4.3

Mulliken atomic charge list, values in e, 99 entries:
1 Pt 3.59
2 C -2.13
3 C 2.03
4 C -1.54
5 C -1.68
6 C 0.52
7 C -1.01
8 C -1.40
9 N 0.00
10 C -0.19
11 C -0.63
12 C -0.11
13 C -0.46
14 C 0.16
15 C -0.86
16 C -0.87
17 N 0.05
18 C 2.03
19 C -1.54
20 C -1.60
21 C -2.12
22 H 0.44
23 H 0.43
24 H 0.39
25 H 0.45
26 H 0.31
27 H 0.32
28 H 0.48
29 H 0.30
30 H 0.39
31 H 0.50
32 H 0.89
33 H 0.74
34 H 0.57
35 H 0.54
36 H 0.44
37 H 0.31
38 H 0.44
39 H 0.37
40 H 0.33
41 H 0.37
42 H 0.46
43 H 0.41
44 H 0.42
45 H 0.43
46 S -0.50
47 C 1.07
48 S -0.43
49 C 0.39
50 C -0.19
51 N -0.56
52 C 0.10
53 N -0.64
54 Cl -0.18
55 C -0.65
56 C 0.49
57 O -0.72
58 O -0.62
59 H 0.27
60 H 0.39
61 C -0.60
62 C -1.01
63 As 0.59
64 C 0.61
65 C -0.48
66 C -0.62
67 C -0.48
68 C -0.62
69 C -0.31
70 C 0.25
71 C -0.51
72 C -0.72
73 C -0.48
74 C -0.78
75 C 0.21
76 P -0.92
77 C 1.46
78 C -0.87
79 C -0.56
80 C -0.75
81 C -1.08
82 C -0.71
83 C 1.41
84 C -0.97
85 C -0.81
86 C -0.87
87 C -0.83
88 C -0.80
89 H 0.39
90 H 0.98
91 H 0.46
92 H 0.57
93 H 0.47
94 H 0.41
95 H 0.40
96 H 0.40
97 H 0.34
98 H 0.40
99 H 0.43